[1]
The following is a quantum chemistry calculation of a cluster of 3 separate species, C35H33ClF18N3O7Si in total in a non-equilibrium geometry, from the OMol25 dataset.

Structure (XYZ):
```
98
Properties=species:S:1:pos:R:3
C 0.515 4.843 -0.570
N 1.316 3.692 -0.081
C 2.651 3.709 -0.194
Cl 3.459 5.024 -0.889
C 3.409 2.642 0.282
O 4.754 2.670 0.108
N 5.050 2.308 -1.339
O 6.100 2.629 -1.617
C 2.786 1.568 0.902
C 3.697 0.488 1.450
O 3.579 -0.659 1.214
O 4.604 0.979 2.293
C 5.849 0.256 2.352
C 6.569 0.183 1.021
O 6.516 -0.787 0.333
C 1.381 1.548 0.994
C 0.705 0.330 1.630
F 1.421 -0.008 2.735
F -0.522 0.652 2.097
C 0.570 -0.893 0.720
C 0.006 -0.580 -0.680
Si 1.079 -0.961 -2.206
C 1.020 0.597 -3.299
C 2.890 -1.278 -1.834
C 0.424 -2.386 -3.234
C -0.741 -2.289 -4.005
C -1.163 -3.370 -4.776
C -0.444 -4.562 -4.778
C 0.713 -4.676 -4.021
C 1.137 -3.591 -3.250
C 0.665 2.643 0.501
C -0.813 2.792 0.606
C -1.669 2.554 -0.454
C -3.035 2.722 -0.313
N -3.590 3.142 0.826
C -2.760 3.398 1.829
C -1.383 3.236 1.792
H -0.235 4.498 -1.264
H 1.148 5.550 -1.081
H 0.057 5.312 0.291
H 5.714 -0.746 2.749
H 6.469 0.811 3.047
H 7.149 1.048 0.671
H -0.160 -1.510 1.238
H 1.486 -1.458 0.700
H -0.301 0.451 -0.765
H -0.901 -1.166 -0.808
H 0.264 0.534 -4.075
H 0.820 1.483 -2.687
H 1.986 0.774 -3.765
H 3.361 -0.353 -1.502
H 3.435 -1.664 -2.689
H 2.998 -1.999 -1.025
H -1.302 -1.366 -4.023
H -2.059 -3.254 -5.366
H -0.793 -5.396 -5.367
H 1.297 -5.582 -4.016
H 2.051 -3.711 -2.687
H -1.279 2.242 -1.413
H -3.695 2.515 -1.140
H -3.203 3.760 2.746
H -0.777 3.443 2.657
C -7.110 4.104 0.222
C -7.421 3.123 1.364
C -7.305 1.624 1.079
F -8.132 1.231 0.092
F -7.635 0.942 2.200
F -8.630 3.408 1.889
F -6.495 3.374 2.337
O -8.186 4.643 -0.524
C -8.733 3.980 -1.593
C -10.185 3.559 -1.340
F -10.286 2.816 -0.224
F -10.608 2.819 -2.389
F -7.965 2.941 -1.980
F -8.760 4.853 -2.622
H -6.688 4.975 0.719
H -6.322 3.725 -0.429
H -6.275 1.373 0.807
H -10.817 4.443 -1.240
C 3.185 -3.749 2.214
C 2.387 -4.887 1.563
C 1.758 -5.947 2.470
F 2.687 -6.592 3.200
F 1.125 -6.855 1.695
F 3.136 -5.473 0.608
F 1.335 -4.279 0.928
O 4.596 -3.852 2.273
C 5.238 -4.520 3.285
C 5.984 -5.762 2.784
F 5.153 -6.590 2.126
F 6.494 -6.417 3.848
F 4.405 -4.805 4.300
F 6.178 -3.675 3.769
H 3.029 -2.897 1.558
H 2.765 -3.461 3.179
H 1.027 -5.488 3.142
H 6.796 -5.466 2.117
```

As for the net charge: +1. For the HOMO-LUMO gap, the calculation gives 0.2296 Ha. The value obtained for the LUMO energy is -5.04 eV. The total energy comes out at -4591.41425 a.u.


[2]
The following is a quantum chemistry calculation of a cluster of 3 separate species, C4H13NO3 in total, from the OMol25 dataset.

Structure (XYZ):
```
21
Properties=species:S:1:pos:R:3
C -2.220 -0.630 -1.013
C -1.097 0.382 -0.776
C -1.580 1.554 0.068
N 0.065 -0.281 -0.140
C 0.008 -0.943 1.046
O -0.902 -0.899 1.844
H -2.454 -1.127 -0.074
H -3.115 -0.188 -1.448
H -1.843 -1.403 -1.685
H -0.702 0.727 -1.733
H -0.755 2.229 0.305
H -2.030 1.192 0.987
H -2.318 2.114 -0.509
H 0.759 -0.625 -0.802
H 0.916 -1.536 1.230
O 2.195 1.505 0.519
H 1.275 1.192 0.388
H 2.434 0.985 1.297
O 2.566 -0.952 -1.259
H 2.861 -0.068 -0.977
H 3.264 -1.489 -0.863
```

Its relative energy (zero: lowest compared OMol25 entry of this formula, charge and spin) is 11.6 kcal/mol. Its SMILES is CC(C)NC=O.O.O. For the HOMO-LUMO gap, the calculation gives 0.3783 Ha. The value obtained for the LUMO energy is 0.47 eV. The total energy comes out at -440.69670 a.u.


[3]
The following is a quantum chemistry calculation of the molecule C5H8N2 in a non-equilibrium geometry, from the OMol25 dataset.

Structure (XYZ):
```
15
Properties=species:S:1:pos:R:3
C -1.147 1.102 -0.411
C -0.215 -0.055 -0.123
C 1.194 0.088 -0.727
C 2.244 -0.043 0.288
N 3.020 -0.165 1.137
C -0.384 -0.852 1.113
N -0.754 -1.411 -0.188
H -0.731 2.049 -0.052
H -1.320 1.195 -1.491
H -2.118 0.960 0.078
H 1.312 1.062 -1.215
H 1.341 -0.691 -1.484
H -1.165 -0.552 1.808
H 0.488 -1.306 1.579
H -1.765 -1.380 -0.311
```

Its relative energy (zero: lowest compared OMol25 entry of this formula, charge and spin) is 31.4 kcal/mol. Its SMILES is C[C@@]1(CC#N)CN1. For the HOMO-LUMO gap, the calculation gives 0.3949 Ha. The value obtained for the LUMO energy is 0.81 eV. The total energy comes out at -304.78542 a.u.


[4]
The following is a quantum chemistry calculation of a structure of composition C28H34N8O10S3Sc, from the OMol25 dataset.

Structure (XYZ):
```
84
Properties=species:S:1:pos:R:3
Sc -1.361 -1.313 -0.504
N -2.306 4.166 -6.208
C -1.892 3.077 -5.492
C -2.630 2.640 -4.377
C -2.200 1.566 -3.635
C -1.020 0.914 -3.993
C -0.281 1.323 -5.096
C -0.716 2.401 -5.839
S -0.457 -0.417 -3.043
O -0.145 0.098 -1.659
O 0.636 -1.074 -3.690
N -1.691 -1.351 -2.649
C -1.725 -2.708 -2.913
N -1.788 -3.222 -4.126
C -1.916 -4.545 -4.180
C -2.014 -5.346 -3.049
C -1.907 -4.711 -1.827
N -1.729 -3.393 -1.754
H -3.246 4.497 -6.084
H -1.898 4.334 -7.111
H -3.548 3.147 -4.109
H -2.789 1.217 -2.796
H 0.619 0.788 -5.366
H -0.149 2.724 -6.703
H -1.952 -4.978 -5.174
H -2.149 -6.414 -3.117
H -1.948 -5.255 -0.891
C 6.867 0.814 3.967
C 5.541 0.269 3.453
S 5.504 -1.498 3.692
O 6.518 -2.089 2.860
O 5.461 -1.753 5.104
C 3.925 -2.014 3.029
C 3.931 -2.065 1.510
N 2.610 -2.445 0.993
C 1.639 -1.584 0.636
N 0.581 -2.239 0.156
C 0.877 -3.571 0.210
C 2.117 -3.709 0.738
N 2.791 -4.939 1.042
O 3.814 -4.876 1.695
O 2.272 -5.948 0.622
C 1.725 -0.105 0.757
H 6.900 1.893 3.829
H 7.700 0.369 3.425
H 6.985 0.595 5.027
H 5.418 0.458 2.385
H 4.692 0.675 4.006
H 3.162 -1.346 3.433
H 3.779 -3.013 3.445
H 4.665 -2.787 1.169
H 4.177 -1.103 1.067
H 0.203 -4.344 -0.108
H 2.524 0.201 1.427
H 0.783 0.270 1.159
H 1.883 0.345 -0.223
C -0.036 5.742 2.018
C -0.928 4.619 1.576
C -0.487 3.666 0.664
C -1.311 2.628 0.254
C -2.594 2.551 0.773
C -3.067 3.498 1.676
C -2.229 4.520 2.074
S -3.688 1.311 0.204
O -2.852 0.281 -0.418
O -4.718 1.824 -0.643
N -4.427 0.768 1.532
C -3.802 0.322 2.778
C -3.466 -1.172 2.804
C -2.437 -1.448 1.743
O -2.656 -2.312 0.840
O -1.406 -0.724 1.677
H 0.951 5.669 1.564
H 0.082 5.740 3.102
H -0.468 6.705 1.741
H 0.514 3.739 0.256
H -0.962 1.905 -0.471
H -4.077 3.431 2.060
H -2.587 5.259 2.781
H -5.409 0.596 1.376
H -4.490 0.571 3.584
H -2.893 0.904 2.925
H -4.345 -1.788 2.626
H -3.049 -1.429 3.780
```

Its relative energy (zero: lowest compared OMol25 entry of this formula, charge and spin) is 1.6 kcal/mol. As for the net charge: +1. For the HOMO-LUMO gap, the calculation gives 0.2864 Ha. The value obtained for the LUMO energy is -2.84 eV. The total energy comes out at -4233.05980 a.u.


[5]
The following is a quantum chemistry calculation of the molecule C5H8N2S in a non-equilibrium geometry, from the OMol25 dataset.

Structure (XYZ):
```
16
Properties=species:S:1:pos:R:3
H -1.865 -0.789 -2.438
N -1.841 -0.447 -1.433
C -0.606 -0.493 -0.836
C 0.831 -0.372 -1.338
C 1.660 0.220 -0.245
C 3.097 0.724 -0.339
C 0.882 0.285 0.794
N -0.391 -0.385 0.477
S -1.819 0.211 1.472
H 0.988 0.200 -2.280
H 1.254 -1.483 -1.572
H 3.492 1.308 -1.118
H 3.308 1.332 0.531
H 3.911 -0.130 -0.478
H 0.886 0.607 1.819
H -2.427 -0.794 0.463
```

Its relative energy (zero: lowest compared OMol25 entry of this formula, charge and spin) is 80.5 kcal/mol. Its SMILES is [H]/N=C1\CC(C)=CN1S. For the HOMO-LUMO gap, the calculation gives 0.3269 Ha. The value obtained for the LUMO energy is 0.63 eV. The total energy comes out at -702.90166 a.u.


[6]
The following is a quantum chemistry calculation of a structure of composition C29H44EuFI2N3O2 in a non-equilibrium geometry, from the OMol25 dataset.

Structure (XYZ):
```
82
Properties=species:S:1:pos:R:3
C -5.194 0.515 3.725
C -6.446 0.560 2.649
C -6.751 2.090 2.104
C -5.875 2.464 0.731
C -4.262 2.544 1.160
C -3.370 3.429 0.107
C -1.888 2.740 -0.249
C -1.392 3.449 -1.642
C 0.220 3.371 -1.929
C 0.949 1.984 -1.447
C 2.384 2.173 -0.608
C 3.076 3.618 -0.264
C 2.740 4.220 1.222
O 3.530 5.242 1.653
I 1.131 3.593 2.564
C 3.220 0.823 -0.105
C 4.658 0.916 0.736
C 5.962 0.458 -0.148
C 7.338 1.333 0.187
O 5.670 0.373 -1.595
C 2.595 -0.648 -0.470
N 3.391 -1.871 -0.048
C 3.250 -2.179 1.426
C 2.568 -3.658 1.689
C 0.924 -3.386 1.754
C 0.394 -3.391 3.305
C 1.170 -0.890 -1.311
N 0.798 -2.323 -1.571
C -0.473 -2.315 -2.374
C -1.066 -3.814 -2.819
C 0.145 -4.960 -2.719
C -0.361 -6.258 -3.605
F 0.217 -6.313 -4.973
C -1.342 -1.029 -2.862
I -3.218 -1.342 -3.997
N -0.899 0.376 -2.569
C 0.375 0.452 -1.777
H -5.450 -0.016 4.739
H -4.294 -0.028 3.159
H -4.835 1.639 3.862
H -6.141 -0.072 1.686
H -7.364 0.050 3.181
H -6.499 2.897 2.928
H -7.915 2.150 1.911
H -6.295 3.521 0.380
H -6.096 1.639 -0.069
H -3.893 1.444 1.315
H -4.260 3.147 2.190
H -3.988 3.471 -0.909
H -3.277 4.540 0.478
H -2.138 1.606 -0.515
H -1.133 2.817 0.642
H -1.656 4.606 -1.538
H -2.044 3.069 -2.567
H 0.356 3.421 -3.114
H 0.695 4.357 -1.513
H 2.821 4.478 -1.046
H 4.255 3.468 -0.357
H 4.649 0.219 1.705
H 4.876 2.004 1.140
H 6.222 -0.656 0.194
H 8.251 0.566 0.119
H 7.360 1.728 1.310
H 7.548 2.184 -0.598
H 5.477 1.279 -1.982
H 4.385 -1.834 -0.365
H 2.689 -1.290 1.941
H 4.351 -2.189 1.873
H 2.840 -4.408 0.802
H 2.993 -4.073 2.711
H 0.384 -4.139 1.039
H 0.740 -2.293 1.313
H -0.456 -4.197 3.382
H 0.021 -2.292 3.574
H 1.255 -3.628 4.083
H -1.949 -4.104 -2.107
H -1.364 -3.792 -3.968
H 1.160 -4.590 -3.185
H 0.267 -5.344 -1.610
H -1.531 -6.143 -3.726
H -0.163 -7.282 -3.034
Eu -5.027 -0.277 -5.384
```

As for the net charge: +2. The spin multiplicity is 8. For the HOMO-LUMO gap (spin up / spin down), the calculation gives 0.1337 / 0.1410 Ha. As for the expectation value of S²: 15.762. The value obtained for the LUMO energy (spin up / spin down) is -8.83 / -8.63 eV. The total energy comes out at -2850.25794 a.u.


[7]
The following is a quantum chemistry calculation of the molecule H6NP3 in a non-equilibrium geometry, from the OMol25 dataset.

Structure (XYZ):
```
10
Properties=species:S:1:pos:R:3
N 1.971 0.421 0.790
P 0.870 0.428 -0.511
P -0.725 -0.916 0.431
P -2.307 0.646 0.230
H 2.682 -0.294 0.723
H 2.565 1.252 0.778
H 1.632 -0.537 -1.199
H -0.641 -1.409 -0.879
H -3.390 -0.020 0.719
H -2.657 0.429 -1.084
```

Its relative energy (zero: lowest compared OMol25 entry of this formula, charge and spin) is 1.7 kcal/mol. Its SMILES is N[PH]#[PH]P. For the HOMO-LUMO gap, the calculation gives 0.3434 Ha. The value obtained for the LUMO energy is 0.74 eV. The total energy comes out at -1082.36254 a.u.


[8]
The following is a quantum chemistry calculation of a structure of composition C28H35N2ReS in a non-equilibrium geometry, from the OMol25 dataset.

Structure (XYZ):
```
67
Properties=species:S:1:pos:R:3
C 1.416 -1.939 0.597
C 1.886 -1.168 -0.519
C 0.938 -1.311 -1.595
C -0.100 -2.201 -1.151
C 0.193 -2.585 0.204
Re -0.042 -0.543 0.067
C -1.744 1.796 -1.773
C -1.589 1.146 -0.394
H -1.537 1.896 0.401
C -2.165 -0.117 -0.046
H -2.692 -0.722 -0.784
H -2.552 -0.221 0.969
C -2.652 3.016 -1.633
H -2.239 3.725 -0.910
H -2.760 3.523 -2.597
H -3.643 2.710 -1.291
C -2.377 0.833 -2.775
H -1.726 -0.027 -2.980
H -3.324 0.465 -2.365
H -2.603 1.332 -3.726
C 3.185 -0.431 -0.591
H 3.355 0.153 0.321
H 4.032 -1.128 -0.693
H 3.204 0.250 -1.449
C 1.141 -0.811 -2.990
H 1.594 0.186 -2.979
H 1.805 -1.480 -3.559
H 0.189 -0.754 -3.527
C -1.192 -2.800 -1.976
H -1.288 -2.285 -2.935
H -0.986 -3.862 -2.172
H -2.151 -2.751 -1.449
C -0.585 -3.562 1.025
H -1.397 -3.997 0.432
H 0.064 -4.367 1.393
H -1.026 -3.079 1.907
C 2.111 -2.134 1.905
H 1.391 -2.341 2.705
H 2.789 -2.997 1.842
H 2.705 -1.254 2.181
C 0.663 2.595 -1.434
C -0.380 2.339 -2.301
C 1.957 2.812 -1.913
C -0.218 2.638 -3.657
H 0.412 2.545 -0.368
C 2.137 3.086 -3.275
H 2.800 2.771 -1.216
C 1.037 3.020 -4.136
H -1.071 2.563 -4.333
H 3.128 3.361 -3.646
H 1.140 3.255 -5.194
N -1.981 -0.697 3.018
C -0.990 0.271 3.087
N -0.111 0.565 2.137
C 0.753 1.606 2.545
C 1.829 2.166 1.842
C 2.574 3.187 2.442
C 2.246 3.662 3.721
C 1.165 3.114 4.424
C 0.429 2.095 3.829
S -0.981 1.303 4.513
H -2.665 -0.581 3.765
H -1.616 -1.659 2.938
H 2.061 1.808 0.836
H 3.417 3.617 1.898
H 2.834 4.464 4.171
H 0.872 3.445 5.417
```

Its relative energy (zero: lowest compared OMol25 entry of this formula, charge and spin) is 0.0 kcal/mol. As for the net charge: +1. The spin multiplicity is 4. For the HOMO-LUMO gap (spin up / spin down), the calculation gives 0.2667 / 0.2587 Ha. As for the expectation value of S²: 3.763. The value obtained for the LUMO energy (spin up / spin down) is -2.44 / -3.96 eV. The total energy comes out at -1673.64701 a.u.


[9]
The following is a quantum chemistry calculation of the molecule C21H18N4O3S2, from the OMol25 dataset.

Structure (XYZ):
```
48
Properties=species:S:1:pos:R:3
C -4.810 -0.644 -0.611
C -3.693 -0.204 -1.556
C -4.257 0.721 -2.642
C -2.551 0.505 -0.867
C -1.300 0.517 -1.480
C -0.234 1.195 -0.918
C -0.412 1.841 0.290
S 0.922 2.732 1.102
O 0.769 2.609 2.525
O 0.980 4.047 0.543
N 2.357 1.994 0.670
C 2.573 0.735 0.688
C 1.579 -0.257 1.046
C 1.723 -1.534 0.651
S 0.552 -2.833 0.793
C -0.848 -2.086 1.507
N -0.945 -1.025 2.277
C -2.259 -0.957 2.564
N -2.974 -1.912 2.022
N -2.076 -2.635 1.342
C 2.940 -2.049 -0.021
O 2.988 -3.197 -0.415
C 4.053 -1.094 -0.120
C 5.290 -1.536 -0.587
C 6.352 -0.656 -0.686
C 6.184 0.676 -0.335
C 4.956 1.130 0.115
C 3.883 0.252 0.234
C -1.641 1.848 0.915
C -2.712 1.191 0.331
H -4.413 -1.170 0.254
H -5.491 -1.309 -1.137
H -5.383 0.212 -0.265
H -3.283 -1.095 -2.047
H -4.647 1.631 -2.192
H -3.484 0.996 -3.355
H -5.063 0.224 -3.176
H -1.162 -0.009 -2.415
H 0.729 1.219 -1.407
H 0.712 0.071 1.599
H -2.672 -0.193 3.188
H -2.343 -3.462 0.831
H 5.392 -2.575 -0.863
H 7.310 -1.007 -1.040
H 7.013 1.362 -0.414
H 4.800 2.162 0.386
H -1.737 2.362 1.858
H -3.672 1.210 0.820
```

Its relative energy (zero: lowest compared OMol25 entry of this formula, charge and spin) is 21.1 kcal/mol. Its SMILES is CC(C)c1ccc(S(=O)(=O)/N=C2\C=C(Sc3ncn[nH]3)C(=O)c3ccccc32)cc1. For the HOMO-LUMO gap, the calculation gives 0.2672 Ha. The value obtained for the LUMO energy is -1.75 eV. The total energy comes out at -2052.14303 a.u.


[10]
The following is a quantum chemistry calculation of a cluster of 3 separate species, C2H7OS2 in total in a non-equilibrium geometry, from the OMol25 dataset.

Structure (XYZ):
```
12
Properties=species:S:1:pos:R:3
C -0.678 -2.156 -0.139
O -0.003 -3.198 0.247
H -0.207 -1.168 -0.138
H -4.643 -0.810 1.397
H -1.736 -2.230 -0.371
C 2.372 0.950 -0.098
S 0.673 1.178 0.414
S -1.128 1.049 -0.586
H 3.057 1.398 0.724
H 2.614 -0.174 -0.254
H 2.563 1.528 -0.986
H -4.502 -1.357 1.827
```

Its relative energy (zero: lowest compared OMol25 entry of this formula, charge and spin) is 65.2 kcal/mol. As for the net charge: -1. For the HOMO-LUMO gap, the calculation gives 0.2297 Ha. The value obtained for the LUMO energy is 3.77 eV. The total energy comes out at -951.95691 a.u.


What is the formula in the first record? C35H33ClF18N3O7Si